Entry 1:
DFT (the ωB97M-V functional and the def2-TZVPD basis) results for 2 unconnected molecules or ions with the total composition C3H5NO3 in a non-equilibrium geometry.

HOMO-LUMO gap in eV: 3.596
ΔE to the lowest compared entry with this formula, charge and spin in kJ/mol: 774.4

Geometry (Å):
O -1.61 0.91 -0.79
C -1.55 -0.31 -0.87
N -2.41 -1.14 -1.47
C 2.00 0.77 1.24
O 2.38 0.33 0.15
O 1.14 0.41 2.04
C -0.27 -1.00 -0.32
H -3.08 -0.56 -1.98
H 2.60 1.67 1.55
H -0.49 -2.05 -0.18
H 0.00 -0.50 0.63
H 0.52 -0.88 -1.05


Entry 2:
DFT (the ωB97M-V functional and the def2-TZVPD basis) results for C3H5NO3 in the gas phase in a non-equilibrium geometry.

Structure (SMILES): C[C@]1([N+](=O)[O-])CO1
HOMO-LUMO gap in eV: 10.778
ΔE to the lowest compared entry with this formula, charge and spin in kJ/mol: 590.3

Geometry (Å):
C -0.39 1.45 0.23
C 0.19 0.02 -0.25
C -0.85 -1.15 -0.45
N 1.41 -0.35 0.41
O 2.29 0.47 0.45
O 1.54 -1.46 0.86
O 0.23 1.19 -0.95
H -1.46 1.91 0.07
H 0.17 2.05 0.98
H -1.66 -0.75 -1.03
H -1.19 -1.36 0.52
H -0.27 -2.01 -0.84


Entry 3:
DFT (the ωB97M-V functional and the def2-TZVPD basis) results for C3H5NO4 in the gas phase in a non-equilibrium geometry.

Structure (SMILES): NC(=O)[C@@H](O)C(=O)O
HOMO-LUMO gap in eV: 10.508
ΔE to the lowest compared entry with this formula, charge and spin in kJ/mol: 164.5

Geometry (Å):
C -1.00 0.04 -0.12
C 1.59 -0.21 0.00
C 0.01 -0.75 0.76
N -1.13 1.43 0.01
O -1.69 -0.57 -0.93
O 2.46 0.65 0.12
O 1.70 -0.99 -1.06
O -0.18 -2.05 0.62
H 0.09 -0.63 1.88
H -1.17 1.99 0.83
H -1.92 1.80 -0.53
H 2.45 -0.65 -1.58
H 0.07 -2.25 -0.29


Entry 4:
DFT (the ωB97M-V functional and the def2-TZVPD basis) results for C3H5NOS in the gas phase in a non-equilibrium geometry.

Structure (SMILES): C1=NOCSC1
HOMO-LUMO gap in eV: 9.687
ΔE to the lowest compared entry with this formula, charge and spin in kJ/mol: 320.8

Geometry (Å):
C 0.95 0.67 -1.08
C -0.04 -0.51 1.23
C -1.18 -0.48 0.31
H 1.64 1.48 -1.04
H 0.94 0.10 -2.00
H -0.09 0.36 1.91
H -0.13 -1.48 1.81
H -2.00 -1.31 0.23
N -1.29 0.17 -0.79
O -0.31 1.27 -0.91
S 1.51 -0.28 0.33


Entry 5:
DFT (the ωB97M-V functional and the def2-TZVPD basis) results for 2 unconnected molecules or ions with the total composition C3H5NOS in a non-equilibrium geometry.

Structure (SMILES): N=C=O.C=CS
HOMO-LUMO gap in eV: 9.395
ΔE to the lowest compared entry with this formula, charge and spin in kJ/mol: 184.1

Geometry (Å):
C -1.05 -0.05 -3.60
C -1.51 0.56 0.05
C -0.44 -0.25 -0.05
N -0.33 -0.79 -4.19
O -1.98 0.48 -3.13
S 1.09 0.57 -0.52
H -2.52 0.04 -0.08
H -1.54 1.56 -0.35
H -0.47 -1.23 0.40
H 2.10 -0.33 -0.53
H 0.61 -1.01 -3.85


Entry 6:
DFT (the ωB97M-V functional and the def2-TZVPD basis) results for a molecular structure, C3H5NOS in a non-equilibrium geometry.

HOMO-LUMO gap in eV: 7.911
ΔE to the lowest compared entry with this formula, charge and spin in kJ/mol: 496.7

Geometry (Å):
C 0.14 -0.03 -1.00
C 0.58 -0.93 -0.10
C -0.59 1.17 -0.26
N 0.34 -0.71 1.18
O -0.70 0.78 1.03
S -0.17 -1.71 2.37
H 0.19 0.08 -1.99
H 1.01 -1.85 -0.35
H 0.10 2.07 -0.37
H -1.55 1.27 -0.82
H 0.32 -0.86 3.19


Entry 7:
DFT (the ωB97M-V functional and the def2-TZVPD basis) results for a molecular structure, C3H5NOS2 in a non-equilibrium geometry.

HOMO-LUMO gap in eV: 7.700
ΔE to the lowest compared entry with this formula, charge and spin in kJ/mol: 714.7

Geometry (Å):
C -1.53 0.25 -0.63
C -1.07 1.21 0.44
C 1.00 -0.72 1.04
H -1.40 -0.83 -0.37
H -2.79 0.60 -0.62
H -0.87 0.57 -1.56
H 0.60 -1.67 1.48
H 3.07 -0.98 -1.66
N 1.94 -0.31 -0.05
O 2.61 -1.41 -0.43
S -1.98 2.31 1.00
S 0.42 0.97 1.36


Entry 8:
DFT (the ωB97M-V functional and the def2-TZVPD basis) results for C3H5NOS2 in the gas phase.

Structure (SMILES): CSC(=S)NC=O
HOMO-LUMO gap in eV: 8.867
ΔE to the lowest compared entry with this formula, charge and spin in kJ/mol: 0.0

Geometry (Å):
C 2.28 -0.74 0.00
C -0.10 0.69 -0.01
C -2.45 -0.20 0.00
H 2.60 -0.20 -0.89
H 2.59 -0.21 0.90
H 2.69 -1.74 0.02
H -1.84 1.72 -0.03
H -2.04 -1.24 0.03
N -1.47 0.79 0.00
O -3.62 0.07 0.00
S 0.49 -0.97 -0.01
S 0.85 2.03 0.00


Entry 9:
DFT (the ωB97M-V functional and the def2-TZVPD basis) results for C3H5NOS2 in the gas phase in a non-equilibrium geometry.

Structure (SMILES): NC(=S)SCC=O
HOMO-LUMO gap in eV: 8.466
ΔE to the lowest compared entry with this formula, charge and spin in kJ/mol: 50.1

Geometry (Å):
C -0.95 0.28 0.10
C 1.65 -0.82 0.58
C 2.42 0.03 -0.40
H 0.67 1.56 0.38
H -1.01 2.20 0.48
H 2.17 -1.78 0.69
H 1.65 -0.41 1.60
H 3.00 -0.55 -1.17
N -0.39 1.40 0.48
O 2.37 1.25 -0.35
S -2.58 0.09 -0.20
S -0.01 -1.20 -0.07


Entry 10:
DFT (the ωB97M-V functional and the def2-TZVPD basis) results for C3H5NOS2 in the gas phase in a non-equilibrium geometry.

Structure (SMILES): CN1SCOC1=S
HOMO-LUMO gap in eV: 8.738
ΔE to the lowest compared entry with this formula, charge and spin in kJ/mol: 110.5

Geometry (Å):
C -0.34 1.87 -0.02
C 1.05 -1.69 0.17
C -0.91 -0.59 -0.18
H 0.11 2.29 0.86
H -1.43 1.98 0.01
H 0.06 2.40 -0.93
H 1.04 -1.69 1.30
H 1.64 -2.55 -0.19
N -0.03 0.43 -0.08
O -0.25 -1.77 -0.33
S 1.61 -0.11 -0.38
S -2.56 -0.59 -0.21


| no. | HOMO (eV) |
| --- | --- |
| 1 | -9.51 |
| 2 | -10.92 |
| 3 | -9.98 |
| 4 | -9.00 |
| 5 | -8.87 |
| 6 | -8.01 |
| 7 | -8.36 |
| 8 | -9.11 |
| 9 | -8.44 |
| 10 | -8.42 |